The following is a DFT calculation (the ωB97M-V functional and the def2-TZVPD basis) of a 7-piece molecular cluster, C48H53BrF48N6O10PS overall at a distorted geometry.

XYZ file:
```
168
Properties=species:S:1:pos:R:3:forces:R:3:lowdin_charge:R:1
C -0.5321 -6.5623 4.0952 0.874 1.121 1.599 -0.002
C -1.5544 -5.4403 4.7976 -5.244 -2.201 -2.368 -0.246
O -2.8752 -5.5423 4.5654 8.122 1.310 2.278 -0.021
N -0.9040 -4.4210 5.6942 -0.782 -0.268 -2.160 -0.129
C 0.1250 -3.5645 5.0158 2.024 0.126 -1.481 -0.040
N -1.7815 -3.7399 6.5051 -4.260 3.969 3.066 -0.061
C -2.5353 -2.4558 6.2550 -0.568 -0.258 0.516 -0.037
C -2.5300 -1.4675 4.9534 -0.647 0.597 1.039 -0.075
C -1.8338 -0.0388 5.4767 0.690 -0.256 0.297 -0.107
C -0.6767 0.4735 4.4186 -1.652 1.887 -4.382 -0.304
N 0.7710 0.3241 4.8931 -3.011 0.770 -0.319 0.075
O -1.0343 0.9722 3.2332 2.462 -3.100 7.463 -0.011
N -3.3879 -1.9967 7.4147 5.071 -6.865 -1.042 0.154
C -3.1238 -3.1070 8.4367 0.554 -1.552 -0.761 -0.101
C -3.8245 -2.9977 9.9137 1.025 0.442 0.065 -0.127
C -2.8592 -1.9530 10.7936 0.515 0.298 -0.073 -0.187
C -1.3601 -1.7536 10.1455 1.327 0.244 0.626 -0.226
C -0.3231 -0.9386 11.1760 0.053 -0.112 -0.679 -0.189
C 0.4307 0.3019 10.3768 0.605 -0.317 0.746 -0.218
C 1.3636 -0.1758 9.1169 1.022 0.828 -0.289 -0.272
C 2.8019 -0.8763 9.5890 -1.152 -0.688 0.521 -0.454
S 4.0057 -1.0760 8.1206 -0.421 -2.057 0.216 0.836
C 4.0205 -2.9077 7.6893 0.884 -2.866 0.160 -0.463
N 5.0472 -3.9966 7.9295 -5.929 2.852 -2.142 0.013
N 4.5236 -5.1760 7.3675 -5.542 3.978 -1.846 0.001
C 3.1733 -4.8161 6.7838 3.182 1.039 1.638 -0.096
O 2.8214 -3.3959 6.9566 4.898 -3.472 1.666 -0.146
C -2.0970 -4.2644 7.8901 -3.539 5.505 -1.580 -0.248
P -1.5225 -5.8041 8.8610 -1.805 -1.302 0.656 0.611
O -2.7215 -7.0903 8.6040 0.688 3.356 -1.792 -0.402
Br 0.3936 -6.6651 7.9908 -0.930 0.508 -0.177 0.318
H 0.3236 -6.7299 4.9087 -1.812 0.228 -1.752 0.057
H -1.0557 -7.5909 3.8956 0.736 2.425 0.287 0.117
H 0.0026 -6.0946 3.1633 -1.363 -1.010 1.676 0.074
H -0.2218 -3.1239 3.9603 0.564 -0.865 2.430 0.115
H 0.5517 -2.7139 5.7114 -1.155 -1.939 -1.191 0.103
H 1.0486 -4.2668 4.7541 -2.021 1.515 0.618 0.107
H -2.0198 -1.8947 3.9925 -1.123 0.699 2.072 0.121
H -3.6695 -1.1752 4.7486 2.543 -1.126 0.223 0.148
H -2.6544 0.7974 5.6747 1.847 -1.789 -0.739 0.142
H -1.3044 -0.2721 6.5093 -1.011 0.651 -2.106 0.098
H 0.9111 1.1775 5.5088 0.146 -1.486 -0.783 0.113
H 0.7900 -0.5566 5.4519 0.127 1.295 -0.122 0.041
H -3.9822 -1.1382 7.4881 0.883 -1.261 -0.146 0.180
H -3.8516 -4.0375 10.4642 0.102 2.018 -1.475 0.124
H -4.9162 -2.5427 9.8973 2.296 -1.150 -0.380 0.130
H -3.3913 -0.8978 10.8179 1.131 -2.172 0.107 0.124
H -2.7205 -2.3552 11.9012 -0.470 0.872 -2.410 0.132
H -0.8092 -2.7955 9.9529 -1.555 2.233 0.115 0.111
H -1.3594 -1.0811 9.1586 -0.284 -1.763 1.947 0.095
H -0.9573 -0.5850 12.0964 1.492 -0.398 -1.717 0.113
H 0.5549 -1.6518 11.5513 -2.128 1.419 -0.704 0.120
H -0.3140 1.1212 9.9904 1.304 -1.622 0.873 0.115
H 1.1723 0.7853 11.1772 -1.682 -0.767 -1.828 0.126
H 0.8117 -0.8402 8.3176 1.024 1.049 1.707 0.086
H 1.6922 0.8133 8.5347 -0.771 -2.064 1.222 0.113
H 3.3386 -0.1875 10.3958 -1.120 -1.637 -1.792 0.105
H 2.6305 -1.9815 9.9889 0.396 2.531 -0.568 0.098
H 2.3881 -5.4602 6.1964 2.006 1.335 1.439 0.081
H -3.3579 -6.8116 7.8571 1.344 -0.789 1.444 0.079
C -0.0825 1.3895 -0.1663 -0.146 -0.696 0.875 -0.054
C 0.9645 2.4600 -0.5129 0.454 -0.942 -0.043 -0.421
C 0.4137 3.7087 -1.1925 0.106 1.125 -0.113 -0.284
F -0.2091 3.4365 -2.3594 0.281 0.345 0.249 0.073
F 1.4208 4.5736 -1.4923 0.102 -0.295 0.203 0.088
F 1.9562 1.8881 -1.2475 -0.206 0.346 0.051 0.119
F 1.5542 2.8431 0.6642 -0.458 0.265 -0.279 0.103
O -0.2388 0.3220 -1.1080 -0.604 1.119 -1.456 0.033
C -1.0800 0.6126 -2.2246 -0.263 -0.143 2.012 -0.470
C -0.3138 0.6608 -3.5544 0.700 -0.164 -0.709 -0.257
F 0.7166 1.5434 -3.5106 -0.308 -0.570 0.036 0.090
F -1.1230 1.0605 -4.5712 -0.266 -0.036 0.424 0.089
F -1.7725 1.7496 -1.9700 -0.181 -0.692 -0.568 0.120
F -2.0041 -0.3823 -2.2652 0.546 0.223 -0.400 0.139
H 0.2746 0.8923 0.7443 0.124 0.128 -0.297 0.138
H -1.0469 1.8240 0.1228 0.278 0.092 -0.262 0.147
H -0.2891 4.2365 -0.5399 0.037 -0.166 0.069 0.173
H 0.0957 -0.3229 -3.8055 -0.228 0.109 0.209 0.155
C 5.0381 3.7622 -1.2390 -0.297 -0.693 0.798 -0.054
C 4.9359 5.2832 -1.4358 0.806 -0.105 0.719 -0.428
C 4.4963 5.7283 -2.8262 -0.458 0.787 -0.709 -0.289
F 5.3317 5.3042 -3.7987 -0.390 0.388 0.169 0.086
F 4.4756 7.0866 -2.9091 0.001 -0.161 0.361 0.092
F 6.1165 5.8563 -1.0781 -0.375 -0.040 -0.275 0.122
F 4.0147 5.7457 -0.5316 -0.104 -0.169 -0.527 0.098
O 6.3386 3.1846 -1.3987 0.207 0.472 -1.863 0.032
C 6.7249 2.9160 -2.7468 -1.566 -0.722 1.268 -0.477
C 7.8891 3.7970 -3.2225 0.680 0.705 -0.273 -0.263
F 7.6139 5.1181 -3.0756 0.281 -0.643 0.179 0.086
F 8.1445 3.5993 -4.5431 -0.316 -0.327 0.351 0.095
F 5.6323 3.0049 -3.5439 0.856 -0.447 -0.086 0.120
F 7.0985 1.6102 -2.7754 0.324 0.652 -0.078 0.137
H 4.7874 3.5698 -0.1882 0.221 0.236 -0.172 0.151
H 4.2751 3.2139 -1.8043 0.218 0.323 -0.088 0.134
H 3.4877 5.3699 -3.0555 0.040 -0.111 0.191 0.167
H 8.8011 3.5781 -2.6581 -0.207 -0.163 0.051 0.176
C 4.0521 -1.7951 -7.8047 1.070 -0.115 -0.351 -0.050
C 2.7201 -2.1754 -8.4707 0.404 -1.003 0.240 -0.428
C 1.6157 -1.1308 -8.3535 -1.107 0.360 -0.585 -0.288
F 1.2986 -0.8478 -7.0717 -0.202 0.027 -0.403 0.077
F 0.4708 -1.5777 -8.9381 0.453 -0.136 -0.013 0.094
F 2.3164 -3.3842 -7.9953 -0.082 0.459 -0.106 0.123
F 2.9774 -2.3725 -9.8031 -0.161 0.545 0.325 0.105
O 4.2687 -2.2957 -6.4807 -1.555 0.964 0.946 0.035
C 3.6652 -1.5338 -5.4347 1.689 0.428 -1.590 -0.475
C 2.5360 -2.2892 -4.7191 -0.586 -0.786 -0.032 -0.252
F 1.5843 -2.7145 -5.5886 0.569 -0.003 0.529 0.088
F 1.9070 -1.4895 -3.8174 0.389 0.196 -0.026 0.079
F 3.2698 -0.3371 -5.9335 0.150 -0.317 0.945 0.119
F 4.6603 -1.2564 -4.5525 -0.680 -0.418 0.021 0.141
H 4.8416 -2.2685 -8.4018 -0.323 -0.123 0.167 0.153
H 4.2652 -0.7219 -7.8759 -0.335 -0.205 0.086 0.148
H 1.8980 -0.1992 -8.8540 0.179 -0.098 0.006 0.178
H 2.9253 -3.1654 -4.1907 0.164 0.167 -0.096 0.178
C -0.9921 8.7143 -4.1230 0.857 0.529 0.532 -0.051
C -1.5069 8.8189 -5.5675 0.977 -0.549 -0.199 -0.429
C -3.0242 8.8504 -5.7137 -0.931 0.268 -0.755 -0.290
F -3.6204 7.7494 -5.2079 -0.046 0.408 -0.335 0.083
F -3.3770 8.9037 -7.0271 0.387 0.092 0.197 0.094
F -0.9545 7.8206 -6.3079 -0.385 0.285 0.173 0.124
F -1.0064 9.9835 -6.0904 -0.545 -0.094 0.336 0.104
O -0.6643 7.4007 -3.6566 -1.857 -0.828 -0.070 0.034
C -1.7697 6.6252 -3.1923 0.918 1.976 0.315 -0.471
C -2.0659 5.4114 -4.0849 -0.010 -0.670 -0.817 -0.265
F -2.2665 5.7735 -5.3777 0.335 -0.252 0.598 0.088
F -3.1961 4.7720 -3.6822 0.187 0.304 0.334 0.092
F -2.8415 7.4391 -3.0310 0.253 -0.901 0.418 0.121
F -1.4335 6.2044 -1.9453 -0.086 -0.363 -0.438 0.133
H -0.0368 9.2535 -4.0963 -0.143 -0.277 -0.224 0.153
H -1.6278 9.2541 -3.4110 -0.088 -0.240 -0.315 0.146
H -3.4505 9.7312 -5.2232 0.194 0.010 0.071 0.176
H -1.2374 4.6963 -4.0600 -0.011 0.242 0.164 0.161
C -5.2491 1.9112 -6.8847 -0.831 0.288 0.676 -0.052
C -4.4602 0.6256 -7.1802 -0.986 -0.176 -0.527 -0.426
C -2.9703 0.8241 -7.4355 1.076 -0.417 -0.060 -0.291
F -2.7241 1.6358 -8.4862 0.197 -0.431 0.345 0.087
F -2.3723 -0.3637 -7.7251 -0.346 0.005 0.200 0.091
F -5.0590 -0.0353 -8.2072 0.389 0.161 0.271 0.123
F -4.5979 -0.1919 -6.0879 0.427 0.353 -0.003 0.097
O -5.9265 2.5127 -7.9937 1.608 0.334 -0.956 0.033
C -5.1159 3.3433 -8.8254 -0.595 0.192 2.023 -0.476
C -4.9169 2.7666 -10.2346 0.173 -0.470 -0.869 -0.262
F -4.4043 1.5102 -10.1971 -0.503 0.475 -0.046 0.085
F -4.0424 3.5202 -10.9527 -0.273 0.121 0.497 0.096
F -3.9479 3.5992 -8.1872 -0.489 0.425 -0.703 0.119
F -5.7622 4.5353 -8.9065 0.188 -0.610 -0.452 0.140
H -6.0579 1.6262 -6.2002 0.120 -0.138 -0.333 0.150
H -4.6609 2.6436 -6.3190 0.112 -0.227 -0.307 0.144
H -2.4698 1.2374 -6.5540 -0.219 0.012 0.033 0.156
H -5.8661 2.7271 -10.7785 -0.010 0.123 0.240 0.176
C -1.7024 -4.6587 -2.0503 -0.722 0.831 -0.377 -0.047
C -1.0325 -5.7586 -2.8892 0.530 0.859 -0.448 -0.428
C -1.0977 -7.1596 -2.2913 0.079 -1.246 -0.385 -0.288
F -0.5101 -7.2373 -1.0779 -0.110 -0.262 -0.329 0.080
F -0.4447 -8.0500 -3.0870 -0.167 0.448 -0.040 0.097
F 0.2486 -5.3905 -3.1602 -0.289 -0.292 0.172 0.120
F -1.6709 -5.7854 -4.1024 -0.098 -0.307 0.660 0.111
O -0.8436 -3.8993 -1.1921 0.695 -1.506 1.439 0.032
C -0.5436 -4.5085 0.0639 -1.858 0.579 -1.553 -0.479
C 0.9334 -4.9067 0.1981 0.936 -0.227 -0.626 -0.256
F 1.3306 -5.7179 -0.8152 -0.133 0.731 0.568 0.096
F 1.1525 -5.5923 1.3515 -0.356 0.167 0.162 0.070
F -1.3928 -5.5457 0.2642 0.573 0.562 0.733 0.117
F -0.8562 -3.5861 1.0108 0.562 -0.157 0.066 0.121
H -2.0892 -3.9197 -2.7631 0.341 -0.156 0.056 0.154
H -2.5937 -5.0181 -1.5223 0.364 -0.155 -0.065 0.148
H -2.1333 -7.5014 -2.1970 -0.029 0.202 -0.047 0.177
H 1.5786 -4.0224 0.1944 -0.248 0.049 0.015 0.179
```
Forces are in eV/Å.

Results
- relative energy (zero: lowest compared OMol25 entry of this formula, charge and spin) (kcal per mole) = 424.3
- Kohn-Sham gap (eV) = 7.5
- total charge = +1
- HOMO energy (eV) = -11.64